{
  "formula": "C13H11ClN2O7",
  "method": "ωB97M-V/def2-TZVPD",
  "species": ["H", "O", "C", "C", "H", "O", "H", "C", "O", "C", "C", "O", "H", "C", "H", "C", "H", "O", "H", "H", "H", "N", "C", "C", "Cl", "O", "C", "H", "H", "C", "C", "N", "O", "C"],
  "xyz": [[1.5995, 3.3300, 0.7199], [-0.5747, -0.3547, 4.9540], [-1.0946, -3.7718, 0.2414], [0.9338, 2.7619, 2.6893], [-0.9819, -4.6247, 0.9073], [1.6848, 4.3084, -4.5409], [0.8847, 4.4798, -1.8679], [0.4190, 1.7390, 3.4880], [0.5568, -1.1523, -3.3416], [-2.3396, -1.8171, -0.4631], [1.1927, 2.5309, 1.3374], [-0.5224, -1.7117, 3.2308], [-1.5292, -0.7085, -2.1150], [0.4220, 0.2491, 1.5622], [1.1365, 3.7394, 3.1217], [-2.1852, -2.9131, 0.3876], [0.6979, -4.2137, -0.8568], [0.4178, 2.2774, -4.0646], [0.2289, -0.7205, 1.1080], [1.1359, 1.1093, -0.2823], [-2.9189, -3.0984, 1.1702], [0.7086, -2.1594, -2.6355], [-0.2983, -2.4280, -1.6018], [0.1702, 0.4815, 2.9209], [1.5412, 1.1674, -3.4773], [0.1946, 4.4358, -2.6135], [0.7914, 3.6651, -3.7501], [0.2227, 1.9350, 4.5399], [-3.1938, -1.1541, -0.3446], [-0.1464, -3.5352, -0.7558], [-1.3963, -1.5687, -1.4621], [-0.3470, -0.6053, 3.7610], [1.6553, -2.9535, -2.7397], [0.9342, 1.2807, 0.7728]],
  "atomic_forces_ev_per_a": [[-0.1, -0.2, 0.1], [0.3, -0.4, -1.8], [0.0, 0.3, -0.3], [-0.1, -0.3, -0.2], [0.0, 0.2, -0.2], [-6.3, -4.7, 5.4], [-1.2, -0.2, -1.8], [0.0, -0.1, -0.1], [0.0, -2.2, 1.0], [0.3, -0.2, 0.0], [-0.1, -0.2, 0.1], [0.2, 1.6, 0.7], [0.2, -0.3, 0.1], [0.0, 0.0, 0.1], [-0.1, -0.2, 0.0], [0.1, 0.0, -0.1], [-0.1, 0.3, -0.1], [-0.1, 3.6, 1.2], [0.0, 0.1, 0.3], [-0.1, 0.0, 0.2], [0.2, 0.0, -0.2], [0.8, -0.1, -0.8], [-0.6, -0.1, 0.7], [0.4, 0.8, -0.6], [0.4, 1.1, 0.0], [2.1, -3.0, -1.5], [5.4, 4.3, -3.4], [0.0, -0.3, -0.2], [0.2, -0.1, -0.1], [0.0, 0.0, 0.0], [0.0, 0.0, 0.0], [-0.5, -1.0, 0.9], [-1.3, 1.3, 0.1], [-0.1, 0.1, 0.4]],
  "total_energy_ev": -43484.724,
  "lumo_ev": -1.24,
  "gap_ev": 9.1,
  "e_above_lowest_ev": 2.294,
  "fmax_ha_per_bohr": 0.1861,
  "smiles": "O=[N+]([O-])c1ccccc1.O=[N+]([O-])c1ccccc1.O=C(O)OCl",
  "multiplicity": 1
}

{
  "formula": "C5H7N3",
  "method": "ωB97M-V/def2-TZVPD",
  "species": ["C", "H", "N", "H", "H", "H", "C", "H", "C", "H", "C", "N", "N", "H", "C"],
  "xyz": [[-0.2084, -1.4761, 0.5516], [0.9142, -1.4422, -1.1513], [-0.8283, 0.5242, -0.4946], [0.8115, 1.5018, -1.3623], [1.4931, 0.2142, 1.2138], [-3.8386, 0.5522, 0.2909], [0.4463, 1.1635, -0.3124], [1.8735, -1.8365, 0.1258], [1.0724, -1.2594, -0.1249], [2.5640, 0.2647, -0.2032], [-1.9618, 0.7570, -0.1986], [-3.1359, 0.7943, -0.2702], [-0.9696, -1.8735, 1.3654], [0.2754, 1.9272, 0.3736], [1.4921, 0.1886, 0.1964]],
  "atomic_forces_ev_per_a": [[-1.2, -3.2, 3.7], [-0.2, 0.2, -1.5], [2.0, 0.0, -0.4], [-0.8, 0.0, 1.8], [0.5, 0.3, 3.0], [-3.0, -1.1, 2.8], [0.7, -0.4, -3.0], [1.6, -2.3, 1.4], [-2.0, 2.6, -0.4], [-1.6, 0.7, 0.5], [1.2, -0.5, -0.7], [-0.4, 1.7, -2.3], [1.8, 1.4, -2.6], [0.4, 1.9, 0.8], [1.0, -1.2, -3.0]],
  "total_energy_ev": -9766.240,
  "lumo_ev": 0.76,
  "gap_ev": 10.2,
  "e_above_lowest_ev": 3.148,
  "fmax_ha_per_bohr": 0.0973,
  "smiles": "N#CCCCN=C=N",
  "multiplicity": 1
}

{
  "formula": "C29H48N7",
  "method": "ωB97M-V/def2-TZVPD",
  "species": ["H", "H", "H", "C", "C", "C", "C", "N", "H", "C", "C", "N", "C", "H", "H", "H", "H", "H", "H", "C", "N", "H", "H", "H", "H", "N", "C", "H", "C", "C", "H", "H", "H", "H", "N", "H", "C", "C", "H", "H", "C", "C", "H", "C", "H", "H", "C", "H", "H", "H", "H", "H", "H", "H", "C", "H", "N", "C", "C", "C", "C", "H", "C", "H", "C", "H", "C", "H", "H", "H", "H", "C", "H", "C", "H", "H", "H", "H", "N", "H", "C", "H", "C", "H"],
  "xyz": [[-5.2417, 3.5974, 2.7051], [0.3867, 0.2361, 3.7823], [1.5546, -3.0983, -4.7830], [0.0930, -6.0533, 2.8613], [-4.0037, 2.0776, 1.1178], [7.0339, -0.7295, 2.2391], [-1.5256, -0.0848, 0.4156], [-0.3935, 0.6426, -5.0062], [-5.5642, -1.0143, 0.0075], [-4.8497, 0.7550, 1.6106], [-2.3643, 3.0462, -5.1986], [-6.6855, 0.8884, -0.2820], [2.2946, 1.2726, 3.7217], [2.5507, -0.3753, 5.1161], [-3.7222, 5.9035, 1.9534], [0.4959, -6.6928, 3.6531], [-1.1083, -1.1029, 0.0072], [-0.6615, 0.6759, 0.7315], [0.4662, -4.2459, 3.9593], [5.8875, -1.6857, 1.9253], [1.7049, -1.0446, 1.0324], [2.0319, -1.3906, -4.6768], [-5.6623, 1.1180, 2.4059], [-1.2566, 3.1750, -1.1963], [-1.2725, -1.5981, -2.7394], [6.6091, -1.7039, 5.6771], [-4.0630, 4.2757, -6.6429], [4.0112, 0.5965, 4.8533], [-5.7383, 0.0950, 0.3695], [0.8199, -2.0895, -3.0032], [-2.1738, -0.2408, 1.3935], [-1.7752, 1.0258, -1.5596], [0.3399, -6.5263, 1.9056], [2.9112, 1.8025, 2.9853], [0.7315, -4.6499, -0.6344], [8.8002, -0.5606, 3.4806], [-0.4682, -0.4317, -4.3503], [7.9901, -1.2754, 3.3015], [0.7361, -3.0056, -2.4082], [6.6157, 0.2283, 2.5720], [0.1267, -3.6934, 1.9060], [3.1309, 0.1694, 4.3625], [-4.8996, 3.7964, -6.1218], [-2.0150, 4.3227, -4.4510], [-1.6931, 5.6420, -0.0572], [-6.6492, 1.8294, 0.1884], [1.3968, -0.2339, 1.9478], [0.5682, -2.6990, 2.0301], [-3.0401, 2.4589, -7.1569], [-0.9313, -2.5229, -4.2129], [5.2475, -1.2673, 1.1420], [-4.3705, 4.4695, -7.6754], [6.2675, -2.6524, 1.5755], [5.2553, -1.8603, 2.8017], [-2.8231, 3.3875, -6.6177], [8.4367, -2.2187, 2.9689], [-2.8978, 2.0220, 0.0427], [1.8632, -2.3026, -4.0954], [1.0254, 0.7435, 3.0510], [-2.3735, 4.7551, 0.2988], [7.2353, -1.5097, 4.5999], [0.4549, 1.5728, 2.6196], [-0.5584, -1.7267, -3.5595], [-3.8746, 5.2463, -6.1731], [0.6812, -4.6496, 2.9638], [-3.1543, 2.5154, -4.6561], [-4.3910, 3.5177, 1.8749], [-1.4825, 2.3979, -5.2345], [-2.0138, 3.8929, -7.1588], [2.0161, 2.0002, 4.4918], [7.5953, -0.5335, 1.3190], [-2.4832, 0.7354, -0.6433], [-4.2030, -0.0536, 2.1733], [-3.5438, 4.8565, 1.4515], [3.4908, -0.5487, 3.6189], [-3.3631, 0.1100, -1.0951], [2.8232, -2.5875, -3.6534], [1.7722, -4.7147, 2.8710], [-1.7251, 5.3817, -3.8308], [-0.9979, -6.0300, 2.9634], [-2.1041, 3.2804, -0.3674], [1.1691, -1.2979, -2.3289], [0.4572, -4.2163, 0.5175], [-0.9600, -3.5975, 2.0059]],
  "atomic_forces_ev_per_a": [[2.1, -0.5, -2.1], [0.1, -0.1, -0.2], [0.1, 0.1, 0.1], [0.0, -0.1, 0.1], [0.7, 3.1, 0.5], [-0.3, 0.0, -0.2], [-0.6, 1.0, 0.7], [-0.4, -8.7, 5.3], [-0.4, 2.4, 0.9], [-0.6, -0.1, -0.2], [0.4, 1.1, 0.2], [4.7, -3.2, 3.5], [0.5, 0.0, 0.2], [0.1, 0.0, -0.1], [0.2, -2.4, -1.0], [-0.1, 0.1, -0.1], [-0.8, 2.2, 0.8], [-1.8, -1.9, -0.9], [0.0, 0.1, -0.2], [-0.1, 0.0, -0.1], [-2.3, 6.6, 7.2], [-0.1, -0.1, 0.0], [2.0, -0.5, -1.8], [-2.2, 0.0, 1.9], [0.0, 0.1, -0.2], [4.9, 1.6, -8.6], [-0.1, 0.1, -0.1], [-0.2, -0.1, 0.0], [-2.5, 3.1, -1.9], [0.5, -0.1, 0.1], [1.5, 0.0, -2.0], [-1.8, -0.4, 2.0], [-0.1, 0.1, 0.1], [-0.2, 0.0, 0.1], [-2.2, 3.4, 9.2], [-0.1, -0.2, 0.2], [0.1, 7.2, -4.5], [-0.7, 0.0, 0.9], [-0.1, 0.2, -0.1], [0.2, -0.1, 0.0], [0.5, -0.5, -0.8], [0.1, 0.0, 0.1], [0.1, 0.1, -0.1], [1.9, 6.8, 4.4], [-1.7, -1.9, 0.8], [-0.1, -0.9, -0.5], [1.9, -5.4, -6.1], [-0.1, -0.3, -0.3], [0.2, 0.0, 0.2], [0.0, 0.3, 0.0], [0.1, -0.1, 0.1], [0.0, -0.1, 0.2], [-0.1, 0.1, 0.1], [0.2, 0.0, 0.0], [-0.2, 0.3, -0.3], [-0.1, 0.1, 0.2], [-1.0, 4.0, 1.5], [0.1, 0.0, -0.1], [0.5, -0.6, -0.8], [-2.2, -4.5, 1.1], [-4.0, -1.4, 7.4], [0.0, -0.2, -0.1], [0.4, 0.9, -0.5], [0.0, -0.1, 0.0], [0.1, -0.4, 0.2], [0.1, 0.2, 0.1], [3.5, 0.2, -3.2], [-0.2, 0.3, 0.2], [0.0, -0.2, 0.2], [-0.1, -0.1, -0.2], [0.0, 0.0, 0.2], [1.8, -1.1, -0.7], [-1.0, 1.8, -1.4], [1.1, -3.4, -1.9], [-0.1, 0.1, 0.1], [1.4, 1.5, 1.2], [-0.2, 0.0, -0.1], [-0.2, 0.2, 0.0], [-2.3, -8.4, -4.7], [0.1, 0.0, 0.0], [-2.2, 1.8, 2.6], [-0.1, -0.1, 0.0], [1.7, -2.6, -7.8], [0.1, -0.1, -0.2]],
  "total_energy_ev": -41262.085,
  "charge": 1,
  "lumo_ev": -5.00,
  "gap_ev": 7.6,
  "fmax_ha_per_bohr": 0.1984,
  "multiplicity": 1
}

{
  "formula": "C3H3NO2",
  "method": "ωB97M-V/def2-TZVPD",
  "species": ["N", "H", "O", "H", "O", "C", "C", "C", "H"],
  "xyz": [[0.2932, 0.9427, 0.0127], [-1.4615, -1.7818, -0.2002], [0.4437, -1.8504, 0.1017], [-0.0560, 1.9485, -0.0509], [2.6412, 0.5275, 0.0425], [-0.6407, -1.2293, -0.0551], [1.4709, 0.6074, 0.0252], [-0.8823, 0.1280, 0.2049], [-1.8085, 0.7075, -0.0807]],
  "atomic_forces_ev_per_a": [[-3.3, 2.6, 0.4], [-3.6, -2.3, -0.8], [0.3, 1.8, -0.7], [1.6, -1.6, 0.0], [-2.3, 0.1, 0.0], [2.5, 1.7, 2.1], [4.7, -0.8, 0.0], [-1.2, -0.5, -1.4], [1.2, -1.1, 0.3]],
  "total_energy_ev": -8741.159,
  "lumo_ev": -0.62,
  "gap_ev": 7.2,
  "e_above_lowest_ev": 3.972,
  "fmax_ha_per_bohr": 0.0922,
  "multiplicity": 1
}

{
  "formula": "C26H27AuBN8O2S3",
  "method": "ωB97M-V/def2-TZVPD",
  "species": ["C", "C", "C", "C", "C", "H", "H", "B", "C", "C", "H", "N", "N", "H", "N", "H", "H", "H", "H", "H", "C", "H", "C", "H", "H", "H", "H", "N", "C", "C", "H", "C", "N", "C", "C", "S", "H", "S", "C", "N", "C", "C", "H", "H", "H", "C", "O", "N", "C", "C", "C", "C", "O", "H", "N", "H", "Au", "S", "C", "H", "H", "C", "H", "C", "C", "H", "H", "H"],
  "xyz": [[-4.7039, -2.2618, -0.2223], [-0.2704, 1.5869, 2.8242], [-0.2986, -2.5146, -1.2632], [-3.4445, -4.4999, -3.1077], [0.2273, 3.5419, 1.9326], [1.5258, 3.9233, -0.9513], [2.4593, 1.9013, 0.5641], [-3.3169, 2.4671, 0.9116], [1.0387, 2.2087, 2.2447], [-0.9905, 3.1123, 0.0798], [-3.8007, -2.8439, -0.4055], [-4.3260, -5.0399, -3.6080], [0.8120, 0.2708, -0.9770], [7.7143, -1.8630, -0.0709], [-4.3874, -1.0618, 0.5339], [2.5950, -2.1327, -1.3674], [0.4840, -1.9204, -0.8135], [1.8221, 2.3982, 2.9793], [6.6619, -2.9395, 0.8559], [-2.9552, -1.8562, -3.0499], [5.6329, 0.0556, -0.4209], [4.5580, -3.1456, -0.2381], [-1.3903, -4.5750, -1.7603], [0.4516, 5.3246, -0.8678], [-3.6438, 2.8384, -0.1708], [6.4973, 0.6644, -0.1865], [-4.1306, 0.8466, 3.1469], [0.0405, 3.8346, 0.5407], [-2.3454, -3.8444, -2.4676], [-2.2313, -2.4613, -2.5217], [-5.1552, -1.9939, -1.1728], [-4.5416, -0.9175, 1.8888], [-0.3173, -0.0035, 0.9899], [-3.9056, 0.1026, 0.0355], [6.8394, -1.9021, 0.5798], [-1.2239, 2.8583, -1.6161], [-4.9399, -1.7039, 2.5056], [2.0233, 0.6160, -2.0611], [1.5470, 1.5416, 1.0169], [-1.7669, 2.6339, 1.0483], [-1.0850, 2.8259, 2.3278], [-4.1349, 0.3410, 2.1969], [-0.2868, 1.4863, 3.9081], [7.0759, -1.3355, 1.4808], [-3.8257, 3.0717, 1.8154], [-0.3442, -3.8940, -1.1647], [2.2865, 2.0275, -2.1175], [-3.7441, 0.9646, 1.0443], [5.6463, -1.3046, -0.1100], [4.5303, 0.6314, -1.0258], [0.9835, 4.5790, -0.2774], [-0.6987, 0.3383, 2.1475], [1.6225, -0.0678, -3.2510], [0.4245, -4.4185, -0.6161], [-1.2349, -1.8223, -1.9156], [0.5596, 4.4044, 2.5061], [-1.2561, 0.3879, -1.6050], [-3.6468, 0.3850, -1.6487], [0.7389, 0.6893, 0.3327], [-1.4798, -5.6501, -1.6840], [4.5020, 1.6831, -1.2783], [3.4366, -0.1642, -1.3352], [-1.7488, 3.2867, 3.0580], [3.4383, -1.5230, -1.0694], [4.5439, -2.0842, -0.4522], [-1.4278, -0.3013, 2.6410], [1.6863, 5.0790, 0.3845], [-5.4060, -2.8621, 0.3495]],
  "atomic_forces_ev_per_a": [[0.0, -0.1, -0.1], [0.0, 0.1, -0.2], [0.1, -0.1, 0.1], [-0.2, -0.1, -0.1], [0.3, -0.2, 0.3], [0.1, -0.2, -0.1], [0.0, 0.1, -0.1], [0.2, 0.2, -0.1], [0.2, 0.2, 0.3], [0.2, 0.3, 0.7], [-0.1, 0.0, 0.1], [0.0, 0.1, 0.1], [-0.5, -0.5, -1.1], [0.0, 0.0, 0.0], [0.0, 0.2, 0.1], [0.0, 0.0, 0.0], [0.0, 0.0, 0.1], [0.0, -0.1, 0.0], [0.0, 0.0, 0.0], [0.0, -0.1, 0.0], [0.0, -0.1, 0.0], [0.0, 0.0, 0.0], [0.0, 0.1, 0.0], [0.1, 0.0, 0.1], [-0.1, 0.1, 0.0], [0.0, 0.0, 0.0], [0.0, 0.0, 0.0], [-0.2, -0.1, -0.4], [0.3, 0.1, 0.1], [-0.1, 0.0, -0.3], [0.0, 0.0, 0.0], [0.0, 0.0, 0.0], [-0.2, -0.4, -0.1], [0.1, -0.3, 0.2], [0.0, 0.0, -0.1], [-0.1, -1.4, -0.3], [0.0, 0.0, 0.0], [-0.3, 0.3, 0.6], [-0.7, -0.4, -0.8], [0.1, -0.1, -0.2], [-0.1, 0.1, 0.1], [-0.1, -0.1, 0.1], [0.0, 0.0, 0.0], [0.0, 0.0, 0.0], [0.0, 0.0, 0.2], [-0.1, 0.0, -0.1], [0.1, 0.0, 0.0], [-0.2, -0.2, -0.1], [0.0, 0.1, 0.0], [0.0, 0.0, 0.0], [0.0, -0.1, -0.1], [0.0, 0.0, 0.0], [-0.1, -0.2, -0.2], [0.0, 0.0, 0.0], [0.0, 0.8, 0.4], [-0.1, 0.0, 0.0], [0.1, 0.5, 0.1], [0.6, 0.3, -0.5], [1.0, 1.0, 1.3], [0.0, 0.0, 0.0], [0.0, 0.0, 0.1], [-0.2, 0.3, 0.0], [0.0, 0.0, -0.1], [0.0, 0.0, 0.0], [0.0, 0.0, 0.0], [0.0, 0.0, 0.0], [0.0, 0.0, 0.0], [0.0, 0.0, 0.0]],
  "total_energy_ev": -80284.305,
  "charge": 1,
  "lumo_ev": [-5.22, -5.22],
  "gap_ev": [5.7, 5.7],
  "e_above_lowest_ev": 1.336,
  "fmax_ha_per_bohr": 0.0364,
  "multiplicity": 1
}